Here is a single CH5NOP2 molecule from OMol25. Energies are from ωB97M-V/def2-TZVPD.

Last column: Löwdin charge in e.
Positions of all 10 atoms, in Å:
C -1.741 0.819 -0.097  -0.173
N -0.661 -2.040 0.720  -0.307
O 0.849 0.328 -0.368  -0.820
P -0.612 -0.640 0.196  0.725
P 2.442 0.139 -0.045  0.688
H -1.605 1.353 0.772  0.007
H -1.181 1.287 -0.908  0.035
H -2.692 0.364 -0.390  0.053
H 2.898 -0.946 -1.006  -0.087
H 2.304 -0.664 1.127  -0.121

Properties
gap between HOMO and LUMO: 8.933 eV
energy above the lowest of the compared OMol25 structures with the same formula, charge and spin: 177.1 kJ/mol
SMILES string: CP(#N)OP


Here is C14H23F3NPSr as an isolated structure from OMol25. Energies are from ωB97M-V/def2-TZVPD.

Last column: Löwdin charge in e.
Positions of all 43 atoms, in Å:
C 0.494 3.336 -3.684  -0.087
C -0.786 2.863 -3.399  -0.051
C -0.945 1.783 -2.504  -0.319
C 0.175 1.199 -1.958  -0.258
C 1.443 1.687 -2.194  -0.346
C 1.616 2.773 -3.071  -0.042
C -2.318 1.259 -2.122  -0.154
C -2.322 -0.272 -1.810  -0.390
N -2.667 -1.053 -2.929  -0.300
Sr -0.849 0.159 0.161  1.184
C 2.577 1.034 -1.440  -0.304
P 1.965 -0.630 -0.882  0.779
H -1.681 3.297 -3.854  0.106
H 2.627 3.142 -3.260  0.107
H 0.622 4.157 -4.391  0.098
H 2.831 1.595 -0.521  0.095
H 3.490 0.906 -2.041  0.091
H -2.741 1.817 -1.248  0.119
H -3.041 1.441 -2.933  0.128
H -1.254 -0.673 -1.677  0.034
C 3.482 -1.269 -0.105  -0.316
C 2.093 -1.478 -2.494  -0.285
H -2.990 -0.462 -0.934  0.110
C -1.662 -1.043 -3.988  -0.052
C -3.250 -2.359 -2.660  -0.086
H -0.040 -1.277 2.263  0.065
H -2.041 -1.705 -4.782  0.091
H -1.531 -0.026 -4.376  0.094
H -0.666 -1.411 -3.666  0.080
H -3.491 -2.797 -3.639  0.087
H -2.581 -3.050 -2.113  0.086
H -4.173 -2.237 -2.076  0.087
H 3.133 -1.436 -2.849  0.049
H 1.791 -2.525 -2.365  0.038
H 1.441 -1.011 -3.240  0.025
H 4.349 -1.123 -0.765  0.042
H 3.649 -0.750 0.848  0.039
H 3.345 -2.339 0.093  0.035
H -0.434 -1.889 1.813  0.050
F -0.867 3.103 2.121  -0.071
C 0.072 2.606 1.223  -0.549
F 0.315 3.680 0.373  -0.042
F 1.242 2.517 1.971  -0.066

Properties
gap between HOMO and LUMO: 6.430 eV


Here is C37H27AsCuN4O4S2 as an isolated structure from OMol25. Energies are from ωB97M-V/def2-TZVPD.

Last column: Löwdin charge in e.
Positions of all 76 atoms, in Å:
Cu 0.212 0.520 0.604  0.254
N 0.669 5.524 0.301  0.111
C 1.929 6.150 0.289  -0.238
C 2.010 7.529 0.381  -0.029
C 3.245 8.167 0.352  -0.091
C 4.404 7.421 0.242  -0.093
C 4.322 6.035 0.161  -0.106
C 3.094 5.397 0.177  -0.449
S 3.029 3.629 0.084  0.949
N 1.391 3.286 0.201  -0.292
C 0.479 4.157 0.280  -0.353
C -0.941 3.675 0.274  -0.175
C -2.000 4.563 0.388  -0.012
C -3.302 4.120 0.204  -0.043
C -3.501 2.796 -0.122  -0.031
C -2.393 1.963 -0.164  -0.104
N -1.142 2.363 0.070  0.100
H -0.125 6.134 0.255  0.110
H 1.099 8.110 0.473  0.112
H 3.291 9.245 0.420  0.102
H 5.370 7.906 0.223  0.102
H 5.225 5.441 0.080  0.106
H -1.844 5.604 0.630  0.104
H -4.132 4.808 0.302  0.115
H -4.484 2.389 -0.315  0.112
H -2.514 0.909 -0.367  0.093
S 2.389 0.681 1.295  0.650
C 3.372 -0.628 0.647  -0.662
C 4.767 -0.512 0.717  -0.117
C 5.580 -1.541 0.280  -0.084
C 5.039 -2.711 -0.249  -0.092
C 3.664 -2.835 -0.341  -0.105
C 2.845 -1.799 0.096  -0.410
As 0.944 -1.807 -0.052  1.381
C 0.455 -3.643 0.299  -0.344
C -0.028 -4.494 -0.687  -0.089
C -0.358 -5.805 -0.362  -0.079
C -0.211 -6.257 0.940  -0.085
C 0.266 -5.401 1.927  -0.084
C 0.591 -4.092 1.612  -0.115
C 0.594 -1.583 -1.946  -0.355
C -0.732 -1.586 -2.378  -0.121
C -1.032 -1.329 -3.707  -0.080
C -0.012 -1.044 -4.606  -0.085
C 1.305 -1.016 -4.173  -0.077
C 1.612 -1.284 -2.845  -0.083
H 5.197 0.393 1.126  0.100
H 6.656 -1.432 0.348  0.103
H 5.684 -3.510 -0.590  0.099
H 3.221 -3.736 -0.751  0.108
H -0.136 -4.148 -1.706  0.095
H -0.727 -6.471 -1.131  0.104
H -0.469 -7.279 1.191  0.103
H 0.373 -5.751 2.945  0.109
H 0.931 -3.413 2.384  0.109
H -1.534 -1.775 -1.672  0.104
H -2.062 -1.342 -4.037  0.104
H -0.247 -0.835 -5.642  0.103
H 2.102 -0.785 -4.869  0.105
H 2.644 -1.262 -2.515  0.102
O -0.848 -1.623 2.626  0.035
C -1.664 -1.333 1.766  -0.626
O -1.515 -0.457 0.831  -0.193
C -2.964 -2.092 1.667  -0.102
C -2.998 -3.448 1.967  0.008
C -4.181 -4.166 1.839  -0.045
C -5.344 -3.533 1.431  -0.001
C -5.285 -2.180 1.148  -0.136
C -4.119 -1.451 1.245  0.060
N -6.511 -1.486 0.704  -0.353
O -6.414 -0.314 0.392  0.062
O -7.550 -2.111 0.712  0.079
H -2.088 -3.929 2.307  0.108
H -4.199 -5.225 2.063  0.108
H -6.280 -4.063 1.330  0.118
H -4.114 -0.399 1.004  0.117

Properties
gap between HOMO and LUMO (spin up / spin down): 7.016 / 5.821 eV
energy above the lowest of the compared OMol25 structures with the same formula, charge and spin: 80.8 kJ/mol
multiplicity: 2


For reference, total energy by record: -23230.621 -34654.329 -180104.152 eV.
For reference, F_max by record: 3.815 3.256 0.897 eV/A.